## i
DFT (ωB97M-V with the def2-TZVPD basis set) results for a cluster of 2 separate species, C5H17N2O in total.

- HOMO-LUMO gap (alpha / beta) (Eh) = 0.11422 / 0.34589
- 2S+1 = 2
- E_HOMO (alpha / beta) (eV) = -2.7 / -9.1

Last column: Löwdin charge in e.
CARTESIAN COORDINATES (ANGSTROEM)
1 O 2.75003 1.03341 -1.22304  -0.0754
2 N -1.33616 0.68081 0.58591  -0.0440
3 N 0.05286 -0.59596 -1.61492  -0.1186
4 C 0.39296 -1.50184 -2.72760  -0.1158
5 C -1.27161 -0.81289 0.42079  -0.1984
6 C -0.01433 -1.25058 -0.32516  -0.2469
7 C -0.27434 1.20968 1.50617  -0.2732
8 C -0.70197 1.15708 2.96337  -0.1325
9 H -2.26718 0.94361 1.01689  0.0323
10 H -1.42504 -1.23190 1.39851  0.1028
11 H 0.85684 -1.09016 0.30594  0.1026
12 H 3.40590 0.44421 -1.62552  0.0449
13 H -1.32601 0.33974 3.29685  0.0567
14 H -2.15718 -1.02430 -0.18873  0.0953
15 H -0.04958 -2.48077 -2.56846  0.0726
16 H 0.65376 0.69971 1.28116  0.0952
17 H 2.88589 1.84619 -1.72470  0.0443
18 H -1.18717 1.10024 -0.36555  0.0594
19 H 0.18466 1.07188 3.60288  0.0746
20 H -0.08470 -2.32717 -0.41853  0.1106
21 H 1.47307 -1.62744 -2.82337  0.0672
22 H -0.07983 2.23376 1.21969  0.0735
23 H -1.18931 2.08312 3.26140  0.0576
24 H 0.68496 0.18294 -1.59854  0.0474
25 H 0.02347 -1.08337 -3.65546  0.0678

## ii
DFT (ωB97M-V with the def2-TZVPD basis set) results for a cluster of 3 separate species, C5H17N2O in total.

- HOMO-LUMO gap (alpha / beta) (Eh) = 0.37474 / 0.21342
- 2S+1 = 2
- E_HOMO (alpha / beta) (eV) = -9.2 / -8.3

Last column: Löwdin charge in e.
CARTESIAN COORDINATES (ANGSTROEM)
1 O 0.74934 1.22385 1.09999  -0.2158
2 N -1.30935 3.03602 1.95943  0.0154
3 N 0.70614 0.44212 -1.30432  -0.0383
4 C 0.70478 -2.19740 0.18874  -0.2596
5 C -0.26959 -0.57328 -1.65509  -0.2043
6 C 0.20067 -1.97463 -1.23535  -0.2021
7 C 0.35221 1.78104 -1.66954  -0.0959
8 C -0.29305 -2.08716 1.32568  -0.1129
9 H -0.76599 2.19041 2.06730  -0.0399
10 H -0.82808 3.74824 2.48848  -0.0024
11 H -1.21080 -2.64895 1.17575  0.0691
12 H -0.59200 -1.10377 1.64629  0.0489
13 H 1.16763 -3.18200 0.20986  0.1056
14 H 1.21774 1.19226 1.94809  -0.0002
15 H 0.15527 -2.50325 2.23651  0.0727
16 H 1.01953 2.12600 -2.47757  0.0974
17 H -1.20348 -0.32782 -1.14625  0.1309
18 H -0.33127 -0.58174 -2.74587  0.1257
19 H 0.46504 2.45186 -0.81277  0.0809
20 H -0.64759 1.85874 -2.08517  0.0830
21 H 0.97546 0.48248 -0.29614  0.0420
22 H -2.28412 3.01993 2.19137  -0.0067
23 H 1.46568 -1.45401 0.36123  0.0873
24 H -0.51280 -2.72006 -1.58678  0.1080
25 H 1.06866 -2.19887 -1.88388  0.1113

Out of the structures above, which one is the least stable? Solution: i.